(a)
Density functional theory data (ωB97M-V with the def2-TZVPD basis set) for 2 unconnected molecules or ions with the total composition C4H12NO3.

## Properties
**Charge**: -1
**E_HOMO**: -3.53 eV
**Orbital gap**: 7.23 eV

Atoms and positions in Å:
C  -0.235  1.553  0.225
C  -0.627  0.239  0.942
C  -1.834  -0.345  0.187
O  -3.010  0.517  0.299
N  0.484  -0.711  0.972
C  0.707  -1.556  -0.234
O  1.155  -0.935  -1.360
H  0.327  1.248  -0.649
H  0.470  2.118  0.852
H  -1.092  2.121  -0.096
H  -0.873  0.435  2.000
H  -1.489  -0.389  -0.845
H  -2.211  -1.299  0.515
H  -2.755  1.307  0.783
H  1.308  -0.162  1.182
H  1.399  -2.334  0.154
H  -0.270  -2.026  -0.401
H  2.105  0.214  -1.011
H  3.632  0.455  -0.887
O  2.809  0.954  -0.885

Löwdin population analysis, charges in e, atoms 1 to 4: C -0.059; C -0.397; C -0.212; O -0.109

***

(b)
Density functional theory data (ωB97M-V with the def2-TZVPD basis set) for 2 unconnected molecules or ions with the total composition C4H12NO3.

## Properties
**Charge**: -1
**E_HOMO**: -3.09 eV
**Orbital gap**: 6.65 eV

Atoms and positions in Å:
C  0.905  -1.954  -0.187
N  -0.122  -0.993  0.187
C  -0.126  0.433  -0.218
C  0.680  1.222  0.843
O  0.669  2.606  0.531
C  0.547  0.722  -1.627
O  0.663  2.052  -1.878
H  0.638  -2.919  0.237
H  1.138  -1.995  -1.258
H  1.853  -1.654  0.278
H  -1.008  -1.455  0.050
H  -1.190  0.686  -0.242
H  0.188  1.141  1.817
H  1.703  0.822  0.801
H  0.755  2.573  -0.526
H  1.518  0.185  -1.520
H  -0.129  0.239  -2.371
H  -3.545  -0.136  1.708
H  -2.205  -0.775  1.369
O  -2.934  -0.800  2.006

Löwdin population analysis, charges in e, atoms 1 to 4: C -0.158; N -0.114; C -0.320; C -0.268

***

What should be chosen as the least stable of them? Choose (b).